[1]
70
Properties=species:S:1:pos:R:3 method="wB97M-V/def2-TZVPD" total_energy_ha=-4398.067871 homo_ev=-8.7771 smiles="C=CC1=C([PH2]=S)C(=O)OC1=O.FC(F)C(F)(F)COC(F)(F)C(F)F.FC(F)C(F)(F)COC(F)(F)C(F)F.FC(F)C(F)(F)COC(F)(F)C(F)F" homo_lumo_gap_ev=7.662 e_lumo_ev=-1.12 fmax_ev_per_a=5.046
F -1.91608 -2.76428 0.18226
C -1.76018 -3.53153 2.41956
C 5.34733 3.90350 -2.56480
H -3.52569 -3.39532 1.16086
H -2.43839 0.56110 1.65694
F -2.75148 -1.49042 -4.83623
F 6.32934 4.80992 -2.77465
C 0.25038 2.19844 3.14796
F -0.36951 -4.87488 -0.42008
H 2.28429 2.57092 0.16637
C -5.04140 -1.55987 -5.51667
C -2.60023 -2.84754 1.34293
C 4.17898 1.64335 0.32051
F 0.58904 -2.43046 0.65078
C 1.49148 0.10920 3.86684
H 2.24413 0.43725 4.59177
C -1.06706 2.31699 3.19920
O -0.19395 4.40021 3.80641
C 1.02004 0.94863 2.90958
H 0.01118 -6.20854 2.01146
F -3.59800 -2.24708 -2.63028
C -3.73750 -0.77058 -5.40430
H -5.79524 -0.98659 -6.06057
H -2.31989 -1.22266 -1.50090
H 2.21275 -3.49254 1.12525
O 1.87876 3.98322 3.13920
O 3.39344 3.48481 -1.20739
H -2.17357 0.32871 -3.58898
C -1.38075 3.79493 3.41081
F -0.66117 -2.81285 2.74420
H -3.19398 1.71259 -3.39784
H 0.56615 -4.73354 2.72350
F -2.90321 -1.58314 1.72839
C -3.38575 -1.26165 -1.73565
C -3.21931 0.62909 -3.51370
F 3.43730 0.80013 1.10108
F 3.81149 5.53104 -1.87897
F 6.14917 0.67878 1.19009
F 1.46145 -5.82816 0.25519
F 4.36656 1.00476 -0.85385
F 5.06821 4.70023 -0.32959
C 5.50955 1.86619 1.03668
C -0.03319 -5.12537 1.90109
F -3.65099 0.99963 -1.25000
C 0.81924 3.60356 3.33427
C 3.32072 2.89968 0.08378
O -3.91717 0.42899 -4.73292
H 1.11530 -0.92002 3.88399
H -1.47457 -0.22610 3.54706
F 5.93659 2.74147 -2.21434
H 3.44476 3.63958 0.87529
F -5.22742 0.06238 -2.41717
C 0.59116 -4.81692 0.52814
C -3.88950 0.08822 -2.23911
F -5.52892 -1.86108 -4.29550
S -3.81942 1.18100 4.03620
F 6.32930 2.66863 0.32982
F -4.05597 -1.60427 -0.60255
H 4.80065 3.74880 -3.49758
H 5.35405 2.29962 2.02912
O -2.35804 4.34437 3.24539
F -2.49738 -3.63106 3.54364
F -4.82175 -2.72682 -6.16560
C 1.37501 -3.50829 0.42205
C 4.40958 4.39410 -1.46218
F -3.31568 -0.45486 -6.64823
P -2.18629 0.87360 3.00767
F 1.87394 -3.37454 -0.82925
H 1.24987 0.72250 1.85778
O -1.41256 -4.81917 2.05579



[2]
12
Properties=species:S:1:pos:R:3 method="wB97M-V/def2-TZVPD" total_energy_ha=-244.571877 homo_ev=-9.2221 homo_lumo_gap_ev=10.179 e_lumo_ev=0.96 fmax_ev_per_a=4.748
H 1.12655 1.31415 0.32423
H 2.56184 -1.03177 -0.37785
H -2.56328 0.56743 0.20065
C 1.65226 -0.41327 -0.03834
N -0.82656 -0.51836 0.60714
N 2.00344 0.83527 0.13733
H 0.51011 -1.85305 -0.19934
N 0.39255 -0.90213 -0.13252
C -1.53820 0.44810 -0.26833
H -1.74498 -0.12652 -1.21797
H -0.91520 1.50624 -0.45775
H -0.65853 0.17390 1.42274



[3]
14
Properties=species:S:1:pos:R:3 method="wB97M-V/def2-TZVPD" charge=+1 total_energy_ha=-249.691957 homo_ev=-14.5201 homo_lumo_gap_ev=9.160 e_lumo_ev=-5.36 fmax_ev_per_a=3.017
H 1.79325 -2.45074 -0.52125
H 3.24167 0.49016 -0.49333
C 2.27647 -1.52350 -0.46269
H -2.49481 -1.24662 -1.25627
H -0.57904 -0.87579 -1.62607
H -2.62118 0.28170 0.33865
N -0.43315 1.57431 1.42850
C -0.50429 0.74371 0.43220
H 0.59740 1.71631 1.73596
C 2.61085 -0.35719 -0.53269
H 0.49892 0.43691 -0.01925
C -1.54236 -0.72449 -1.08692
C -1.66380 0.09526 -0.03298
H -1.17993 1.83996 2.09615



Energy relative to the best compared isomer or geometry (same formula, charge and spin) values, unit eV, following the record order: 1.6153 2.8161 3.6242.